[1]
ORCA calculation (ωB97M-V/def2-TZVPD) on C14H31HgN2O8 as an isolated structure in a non-equilibrium geometry.

Output
Net charge: -1
ΔE to the lowest compared entry with this formula, charge and spin: 0.0 kJ/mol
Gap between HOMO and LUMO: 0.25513 Eh

```
56
C14H31HgN2O8 (ωB97M-V/def2-TZVPD)
Hg -0.16 0.65 -0.81
O -0.25 1.82 1.27
O 2.23 0.62 -0.35
O -0.74 -1.03 3.48
O -3.64 0.64 -1.65
O -2.44 1.89 1.42
O -1.87 -0.67 -1.85
O -1.27 2.86 -1.42
O 0.71 2.55 -2.21
N 1.00 -0.62 -2.47
N 0.05 -0.93 0.94
C 3.07 -1.66 -3.24
C -0.48 -1.17 4.89
C -0.70 -3.20 0.45
C -0.30 3.28 -2.09
C 2.35 -1.14 -2.01
C -3.14 -0.49 -1.77
C 3.06 0.07 -1.35
C -0.69 -2.32 2.86
C -4.06 -1.67 -2.03
C -0.34 4.70 -2.68
C -0.87 -1.99 1.35
C -1.31 2.11 1.91
C 2.99 1.29 0.64
C -1.21 2.89 3.21
H 2.33 1.66 1.43
H 0.48 5.37 -2.43
H 1.30 -0.03 -3.25
H 3.68 0.53 1.03
H 3.86 -2.39 -3.02
H -0.44 2.43 3.84
H -1.84 -1.53 1.14
H -5.01 -1.30 -2.41
H -0.23 4.65 -3.77
H 0.34 -1.87 5.09
H -0.76 3.88 3.11
H 2.06 -1.93 -1.31
H 4.02 -0.33 -1.00
H 0.14 -3.89 0.56
H -1.33 -1.60 5.43
H 2.40 -2.24 -3.87
H 3.50 -0.84 -3.81
H 0.35 -2.66 2.98
H -4.13 -2.38 -1.20
H 0.55 -1.39 -2.94
H -0.37 -0.14 5.21
H 3.28 0.91 -2.01
H -3.59 -2.26 -2.83
H 3.66 2.07 0.26
H 0.04 -0.18 1.62
H -1.25 5.25 -2.44
H -1.01 -3.12 -0.59
H 1.03 -1.19 1.00
H -1.53 -3.89 0.70
H -2.12 2.97 3.80
H -1.39 -3.07 3.21
```

[2]
ORCA calculation (ωB97M-V/def2-TZVPD) on C6H6N as an isolated structure in a non-equilibrium geometry.

Output
Net charge: +1
ΔE to the lowest compared entry with this formula, charge and spin: 464.4 kJ/mol
Gap between HOMO and LUMO (alpha / beta): 0.24943 / 0.24953 Eh

```
13
C6H6N (ωB97M-V/def2-TZVPD)
N 1.33 1.05 0.47
C -0.21 1.58 -0.29
C 0.58 -0.26 0.73
C 1.63 -0.91 -0.11
C -0.75 0.38 0.19
C -2.05 -0.08 0.23
C 2.29 0.22 -0.29
H -0.23 2.58 -0.78
H 0.45 -0.52 1.80
H -2.00 -1.18 0.22
H -3.09 0.31 0.01
H 3.23 0.47 -0.58
H 1.83 -2.02 -0.21
```